Entry 1:
The following is a quantum chemistry calculation of a single C3H5N3 molecule, from the OMol25 dataset.

## Properties
- Frontier orbital gap: 9.671 eV
- Energy relative to the best compared isomer or geometry (same formula, charge and spin): 1.734 eV

ORCA input file:
```
! RIJCOSX wB97M-V def2-TZVPD def2/J DEFGRID3
* xyz 0 1
N -2.4943 -1.6094 -0.9691
C 1.7415 -0.5202 0.1640
H -0.3661 1.9388 0.5912
H -2.0121 1.6772 0.1643
C -0.7295 0.0945 -0.0454
H 2.1619 0.1518 -0.5941
N 0.3265 -0.5298 0.1582
H 2.0119 -1.5439 -0.1016
H 2.1956 -0.2996 1.1356
C -1.7979 -0.7948 -0.5327
N -1.0373 1.4356 0.0297
*
```

=====

Entry 2:
The following is a quantum chemistry calculation of a single C2HClIO2P molecule, from the OMol25 dataset.

## Properties
- Frontier orbital gap: 9.067 eV
- Energy relative to the best compared isomer or geometry (same formula, charge and spin): 0.000 eV

ORCA input file:
```
! RIJCOSX wB97M-V def2-TZVPD def2/J DEFGRID3
* xyz 0 1
O 0.7909 -0.8219 -0.6784
C 0.7332 0.4789 -0.1917
O -1.4197 -0.0203 -0.3997
Cl -0.8225 -2.2817 1.2462
C -0.4960 0.8764 0.0478
I 2.6301 1.3510 0.2682
P -0.7171 -1.4841 -0.7087
H -0.6990 1.9016 0.4163
*
```

=====

Entry 3:
The following is a quantum chemistry calculation of a molecular structure, C24H21IN4O4PrS2, from the OMol25 dataset.

## Properties
- ⟨S²⟩: 2.002
- Frontier orbital gap (alpha / beta): 5.901 / 5.933 eV

ORCA input file:
```
! RIJCOSX wB97M-V def2-TZVPD def2/J DEFGRID3
* xyz 1 3
N 1.1690 -4.4182 -2.4462
C 1.6459 -2.6729 -3.9686
H -1.9301 -5.0126 0.6329
C -3.8623 -1.8140 3.4873
H 3.4110 0.9405 4.4454
H 1.0314 -2.2263 -4.7458
C 0.8570 -3.1961 -2.8073
C -0.0138 -2.4063 -1.8957
O 0.3614 1.0990 0.6642
H 0.5179 6.1322 -4.2082
C 3.3417 1.6815 3.6361
H 4.8697 3.0174 4.4076
H -0.5458 3.9378 -5.8772
H -4.8887 -0.2903 4.6607
C -1.0169 -2.1765 0.4013
O -0.2295 -4.4798 1.7930
C -0.6134 4.3703 -4.8832
N -2.0273 -1.3104 0.2874
S 1.3397 4.3782 -2.8928
C 2.1282 2.4025 1.5715
Pr -1.3062 0.5555 -1.1233
C 1.0991 2.1361 0.5142
O 1.6153 0.4048 2.8339
N 1.1047 2.9450 -0.5378
C -0.8314 -5.1116 0.6260
H 0.9917 0.3443 2.0534
H -1.4662 5.0671 -4.9059
H 4.5779 4.6421 2.4929
C 2.9947 3.4972 1.5790
C 0.6675 5.0572 -4.4296
H -0.6020 -4.9373 2.5571
H -4.0932 -2.6359 4.1823
C 4.1453 2.8310 3.6047
H -2.6541 -3.0570 2.2349
C -2.7904 -1.0303 1.4249
N 0.2525 2.5550 -1.5074
H -4.3257 1.5110 3.0582
S -1.0773 3.0160 -3.7423
C -3.3563 0.2403 1.6379
H 0.6405 -6.1359 -1.4658
C -3.0672 -2.0509 2.3843
O -0.3557 -1.1943 -2.2569
H -0.5914 -6.1735 0.5740
H 2.9449 4.2267 0.7655
H -0.6043 -2.3248 1.3869
C -4.3332 -0.5236 3.7470
H 1.5085 4.9824 -5.1400
C 2.3759 1.5191 2.6387
H 2.1665 -3.5500 -4.3672
C -0.2359 -4.4050 -0.5237
C 0.1658 3.2566 -2.5949
C -4.0276 0.4877 2.8353
C 0.5237 -5.0546 -1.4816
C 3.9683 3.7479 2.5737
I -3.4556 2.1314 0.4027
H 2.3700 -1.9133 -3.6130
C -0.4841 -3.0127 -0.6808
*
```

=====

Entry 4:
The following is a quantum chemistry calculation of a molecular structure, C37H90BI2NO21P5, from the OMol25 dataset.

## Properties
- Frontier orbital gap: 6.169 eV

ORCA input file:
```
! RIJCOSX wB97M-V def2-TZVPD def2/J DEFGRID3
* xyz -1 1
N -0.6535 7.4036 1.7701
H 5.6965 -6.6863 10.4156
C -1.5306 -0.3733 -11.5604
C 4.1562 -2.4809 -4.9371
H 4.0989 -8.1643 8.2636
H 0.5258 2.1247 5.2874
H 3.6642 -3.4088 -4.6435
H 0.5028 -0.1903 -7.8502
H 6.1945 -5.1585 3.9316
P -6.6905 0.1022 -2.2215
H -4.6821 0.7503 -0.1391
H -0.6667 -0.0970 -12.1637
C -6.6648 1.6153 -0.0659
C -3.8660 2.3152 -9.1297
O 1.5598 -0.5192 -1.7498
H 0.7052 1.3894 -7.1146
C 0.6030 0.5565 3.8220
H 2.3201 -2.2560 -0.2637
C -0.5170 4.0932 1.4039
O -0.7153 -1.3689 7.7608
H 3.4048 -3.5252 -0.7669
H -2.9323 0.9746 -12.4980
H 4.0622 5.3879 2.2914
H -0.8333 6.8764 2.6152
H -7.1366 2.5372 0.2706
H 0.4738 0.3628 9.3866
H -3.1432 4.2858 -9.5109
C 0.8162 1.0773 5.2286
C 1.5540 -3.5395 -1.8300
O -2.1445 -1.3017 -8.6390
H 1.8086 1.4481 -1.0718
C 4.2824 -3.1907 7.2385
C 0.2571 0.4051 -6.9695
H 1.2860 3.7446 2.4963
I -1.4686 2.2086 1.1872
O 4.2944 -5.2170 5.8218
H -10.6727 -0.3410 -3.9922
H -4.7342 2.4608 -0.5340
H -0.1435 8.2494 1.9893
C 2.6742 -2.8034 -1.1344
C -0.1733 -0.3531 9.8933
C -1.2349 0.5378 -6.7876
O -7.0281 1.4656 -1.4455
H 1.1336 1.1755 3.0998
H -2.6961 -0.5473 4.6648
H -9.8651 0.4549 -2.6279
H -2.6952 -0.5230 6.4221
H 4.5829 6.6243 1.1894
O 2.3696 5.9804 -0.3436
H 0.9690 -0.4699 3.7243
H 3.6012 -2.4573 7.6646
O 3.2929 0.7612 -2.9101
H 4.7368 -2.6556 -5.8435
H -0.1620 7.1712 -0.3918
H -4.9102 1.9365 1.1491
H 1.9366 -4.1178 -2.6722
H 2.0303 7.5729 0.9003
H -8.4582 -1.3800 -3.7867
H 2.5118 -1.6362 -6.0284
H 4.8718 -3.6231 8.0457
C -1.8646 -2.3238 5.5507
C 4.3862 4.6908 0.2610
C -4.8309 1.0616 -3.8969
H 2.0516 6.0339 1.7177
H 6.4694 -7.6167 9.1416
H -2.7874 -0.6067 -13.2946
H -0.4002 2.2365 -1.8177
H 2.9146 -3.7402 5.7054
H -0.4537 0.5503 3.5682
H -5.2230 0.5533 -4.7767
H 0.2339 -0.5554 10.8852
H 5.7507 5.4151 1.8079
H 4.9746 -2.6824 6.5656
H 0.6286 -2.2047 9.1111
H -6.2636 2.6859 -3.8251
H 0.3634 5.2094 3.0421
C 3.4822 -4.2278 6.4974
C 4.7333 5.5768 1.4516
H 4.6141 3.6575 0.5555
O -1.4320 0.3875 -10.3531
C 1.0198 0.7179 -1.2474
H -2.0383 -2.9337 4.6640
O -3.6688 0.9398 -9.5015
C 2.9190 4.7029 -0.1577
I -1.7875 4.7616 -1.2319
O 6.5861 -5.5227 6.6756
O 3.4167 -1.9350 -2.0063
O 0.0122 0.3836 6.2021
P 5.1898 -6.3097 6.4914
H 2.8724 4.2097 -1.1356
O 4.5751 -6.1596 7.9818
H 0.5815 0.4873 -0.2776
H -0.1701 3.5895 3.4393
H -1.8692 3.0646 -9.5041
H -9.9484 1.2639 -4.1851
C -2.8310 -1.1641 5.5538
C 7.0628 -4.7003 4.4085
C -0.6249 5.0858 0.5260
O -7.4645 -1.0040 -1.6498
H 0.7985 -2.8583 -2.2147
H -3.6860 -0.4425 -11.7829
H -8.4407 -0.3521 -5.2076
H -2.9561 3.1722 -10.8819
H -3.8521 -1.5478 5.5681
H 7.7509 -6.5435 5.3015
C 3.1346 -1.3834 -5.1706
O -0.4874 -1.9152 5.4565
C -5.1626 1.6979 0.1163
C 1.6878 6.5337 0.8114
C -2.8982 3.2621 -9.7962
H 8.4469 -5.0850 6.0054
H -4.7440 3.0174 -3.0035
H -0.9117 0.5794 -2.1873
O -7.4116 0.4104 -3.6430
H -3.8560 2.4200 -8.0523
P 0.3367 -1.1475 6.5455
H 7.8571 -4.6264 3.6651
H -1.4462 -1.4382 -11.3265
C 7.5318 -5.5146 5.6000
H 0.2988 1.3531 -3.1959
H -1.1501 0.1186 10.0095
H 2.2919 4.0977 0.5085
C -0.0549 1.2589 -2.1669
H 0.7136 -0.0558 -6.0923
C -5.1874 2.5291 -3.8721
H -4.8809 2.5510 -9.4518
H 5.4193 -8.4327 10.3153
H -1.6887 -0.4019 -6.4755
H 1.0746 -4.2175 -1.1224
C 5.5562 -7.5226 9.7291
C 0.3044 4.1946 2.6625
H -7.0860 0.7938 0.5201
O 5.4563 -7.7443 6.3488
C -0.2994 -1.6342 9.0961
O 2.2564 -1.2265 -4.0534
O -1.8421 1.0311 -7.9875
H 1.8697 1.0094 5.5128
H 3.4878 -7.0265 9.4500
C -2.8084 -0.0956 -12.3313
H 5.0496 4.8942 -0.5813
H 4.8488 -2.2134 -4.1364
H -1.0714 -2.2690 9.5372
H -4.8134 3.0076 -4.7730
B 0.0633 6.5795 0.6588
P -2.4291 0.0506 -9.1260
H -1.4466 1.2688 -6.0046
P 2.8682 -0.6210 -2.6810
C 4.3574 -7.2757 8.8377
C -8.5195 -0.3444 -4.1179
H 2.7507 -4.7138 7.1390
H -2.0098 -2.9801 6.4061
H 3.6300 -0.4326 -5.3891
H -3.7473 0.9537 -3.9395
H 6.7706 -3.6972 4.7187
C -9.8308 0.2911 -3.7049
O 1.6538 -1.2527 7.1850
O -5.2291 0.3861 -2.6964
*
```

=====

Entry 5:
The following is a quantum chemistry calculation of a gas-phase ion, C4H8N2P (charge +1), from the OMol25 dataset.

## Properties
- Frontier orbital gap: 7.236 eV
- Energy relative to the best compared isomer or geometry (same formula, charge and spin): 1.191 eV

ORCA input file:
```
! RIJCOSX wB97M-V def2-TZVPD def2/J DEFGRID3
* xyz 1 1
C 1.3632 -0.8864 -0.1250
H 1.0799 2.1962 1.1939
H 2.5738 1.3747 1.1931
H -2.4374 0.7141 -1.1495
C -0.9435 -1.4877 -0.0259
H -1.6841 -2.3551 -0.0546
H -0.9321 1.3961 -1.2686
H 2.3867 -1.0025 -0.0679
N -1.6366 1.1314 -0.6336
C 0.3059 -1.8512 -0.3528
H 0.3804 -2.8721 -0.6675
P -0.9289 0.0410 0.9249
N 1.5514 1.3443 0.8400
C 0.9141 0.2293 0.4962
H -1.9929 2.0281 -0.3028
*
```

=====

Entry 6:
The following is a quantum chemistry calculation of 2 unconnected molecules or ions with the total composition C3H8O2S, from the OMol25 dataset.

## Properties
- Frontier orbital gap: 10.402 eV
- Energy relative to the best compared isomer or geometry (same formula, charge and spin): 3.459 eV

ORCA input file:
```
! RIJCOSX wB97M-V def2-TZVPD def2/J DEFGRID3
* xyz 0 1
H 3.0802 -1.1667 0.6386
C -1.0334 0.8018 -1.0837
H -0.1069 1.4893 0.7453
C -0.7557 0.7474 0.2063
O 2.0314 -0.5953 -1.4506
H -0.6128 -0.9321 1.6327
H -1.9169 0.1132 -1.3693
C -1.2000 -0.3999 1.0359
H 1.0526 -0.6256 -1.6339
H -1.8588 -1.1112 0.4010
H -2.0562 -0.1085 1.7102
H -0.7449 1.5215 -1.7319
S 1.8790 -0.5375 0.2570
O 2.2423 0.8036 0.6423
*
```

=====

Entry 7:
The following is a quantum chemistry calculation of 2 unconnected molecules or ions with the total composition C10H5N5, from the OMol25 dataset.

## Properties
- Frontier orbital gap (alpha / beta): 6.874 / 6.873 eV
- Energy relative to the best compared isomer or geometry (same formula, charge and spin): 0.000 eV

ORCA input file:
```
! RIJCOSX wB97M-V def2-TZVPD def2/J DEFGRID3
* xyz 0 1
N -2.7688 -2.8482 -0.9700
C -2.5187 0.6434 -1.7608
N -2.4387 2.8497 0.8672
H 1.1247 1.3706 -1.5328
C -2.4369 1.8406 0.3357
C 0.4528 -0.0710 1.2844
C 0.2443 -1.0071 0.2726
C -2.5087 -0.6978 1.6391
C -2.4420 0.6112 -0.3273
C 0.7736 1.1561 0.5815
N -2.4883 -0.7260 2.7853
C 0.7422 0.8666 -0.7586
N 0.5238 -0.4367 -0.9093
C -2.4385 -0.6041 0.2665
H 0.2655 -2.1512 0.3137
N -2.7057 0.5756 -2.8860
C -2.5944 -1.8401 -0.4379
H 1.1731 2.0942 0.9749
H 0.2300 -0.2592 2.2627
H 0.6798 -0.9002 -1.7059
*
```

=====

no.,molecular weight (g mol⁻¹),E (Eh)
1,83.09,-281.52631
2,250.36,-1326.55867
3,761.40,-3058.01179
4,1304.60,-5426.05071
5,115.10,-607.77702
6,108.16,-667.65383
7,195.19,-657.72291